(1)
The following is a DFT calculation (ωB97M-V with the def2-TZVPD basis set) of a structure of composition C3H5N3O.

The geometry in ORCA input format:
```
! RIJCOSX wB97M-V def2-TZVPD def2/J DEFGRID3
* xyz 0 1
N -0.48864 -0.23153 2.16130
C -0.29902 -0.32154 0.80013
N -1.04667 -0.90741 -0.05090
C -0.36379 -0.89774 -1.34224
O -0.57140 0.64766 -1.88273
C 0.82420 -0.09139 -1.06937
N 0.89414 0.21261 0.24090
H -1.43344 -0.48786 2.41723
H -0.18956 0.63056 2.59563
H -0.53014 0.49066 -2.83740
H 1.66429 0.11286 -1.72446
H 1.54003 0.84313 0.69191
*
```

The value obtained for the HOMO energy is -7.456 eV. Its relative energy (zero: lowest compared OMol25 entry of this formula, charge and spin) is 442.56 kJ/mol. As for the gap between HOMO and LUMO: 8.001 eV. The value obtained for the LUMO energy is 0.54 eV.

Atom charges from the Mulliken analysis, given in e for atoms 1 to 4: atom 1 (N): -0.454, atom 2 (C): 0.295, atom 3 (N): -0.408, atom 4 (C): -0.491

---

(2)
The following is a DFT calculation (ωB97M-V with the def2-TZVPD basis set) of an isolated molecule of C3H5N3O.

The geometry in ORCA input format:
```
! RIJCOSX wB97M-V def2-TZVPD def2/J DEFGRID3
* xyz 0 1
N -0.61314 -1.35613 1.34423
C -0.18876 -0.59876 0.25366
C 1.04343 0.12064 0.31150
N 1.20440 0.96776 -0.68079
C -0.39074 1.59561 -1.25921
O -0.57037 1.97917 -2.34334
N -0.93975 -0.25904 -0.75944
H -1.26807 -2.09018 1.11170
H 0.13764 -1.70696 1.92458
H 1.59384 0.19031 1.25079
H 1.90953 1.68237 -0.49984
H -1.91802 -0.52478 -0.65384
*
```

The value obtained for the HOMO energy is -7.751 eV. Its relative energy (zero: lowest compared OMol25 entry of this formula, charge and spin) is 314.71 kJ/mol. As for the gap between HOMO and LUMO: 7.919 eV. The value obtained for the LUMO energy is 0.17 eV.

Atom charges from the Mulliken analysis, given in e for atoms 1 to 4: atom 1 (N): -0.538, atom 2 (C): 0.511, atom 3 (C): -0.334, atom 4 (N): -0.226

---

(3)
The following is a DFT calculation (ωB97M-V with the def2-TZVPD basis set) of a structure of composition C3H5N3O.

The geometry in ORCA input format:
```
! RIJCOSX wB97M-V def2-TZVPD def2/J DEFGRID3
* xyz 0 1
N 2.28070 0.65436 -0.05529
C 0.95936 0.14604 -0.00625
C 0.31921 -1.02531 0.13615
N -1.09441 -0.85115 0.09674
C -1.58595 0.36883 -0.06565
O -2.93618 0.29709 -0.07316
N 0.67571 1.41128 -0.17430
H 2.80549 0.61663 -0.91644
H 2.78086 0.84740 0.79885
H 0.75033 -2.00502 0.26610
H -1.70432 -1.65924 0.19154
H -3.25080 1.19910 -0.19828
*
```

The value obtained for the HOMO energy is -7.133 eV. Its relative energy (zero: lowest compared OMol25 entry of this formula, charge and spin) is 589.03 kJ/mol. As for the gap between HOMO and LUMO: 7.783 eV. The value obtained for the LUMO energy is 0.65 eV.

Atom charges from the Mulliken analysis, given in e for atoms 1 to 4: atom 1 (N): -0.331, atom 2 (C): 0.845, atom 3 (C): -0.829, atom 4 (N): 0.110

---

(4)
The following is a DFT calculation (ωB97M-V with the def2-TZVPD basis set) of an isolated molecule of C3H5N3O.

The geometry in ORCA input format:
```
! RIJCOSX wB97M-V def2-TZVPD def2/J DEFGRID3
* xyz 0 1
N 0.03986 1.63528 -0.03123
C 0.42401 0.27343 -0.08356
C 1.60798 -0.34390 0.09890
O 1.40428 -1.63357 0.38237
N 0.03178 -1.88360 0.45376
C -0.54122 -0.73663 0.18334
N -1.88753 -0.46698 0.22412
H 0.26520 1.71646 0.95568
H 0.66171 2.24371 -0.55740
H 2.63139 0.01249 0.07556
H -2.12921 0.39578 -0.24943
H -2.51511 -1.23961 0.06315
*
```

The value obtained for the HOMO energy is -8.980 eV. Its relative energy (zero: lowest compared OMol25 entry of this formula, charge and spin) is 245.83 kJ/mol. As for the gap between HOMO and LUMO: 9.782 eV. The value obtained for the LUMO energy is 0.80 eV.

Atom charges from the Mulliken analysis, given in e for atoms 1 to 4: atom 1 (N): -0.626, atom 2 (C): 0.679, atom 3 (C): -0.581, atom 4 (O): -0.170

---

(5)
The following is a DFT calculation (ωB97M-V with the def2-TZVPD basis set) of an isolated molecule of C3H5N3O.

The geometry in ORCA input format:
```
! RIJCOSX wB97M-V def2-TZVPD def2/J DEFGRID3
* xyz 0 1
O 0.41121 -1.51637 1.90781
C 0.97734 -1.24872 0.64644
C 0.21074 -0.14452 -0.10175
N -0.71826 -0.48883 -0.94017
N -1.23767 1.04257 -1.29971
C -0.43555 1.80988 -0.58161
N 0.45026 1.17232 0.15258
H -0.32537 -2.12920 1.78972
H 1.12184 -2.17668 0.06699
H 1.95073 -0.79188 0.81409
H -1.93027 1.57110 -1.87829
H -0.47502 2.90033 -0.57610
*
```

The value obtained for the HOMO energy is -10.196 eV. Its relative energy (zero: lowest compared OMol25 entry of this formula, charge and spin) is 240.57 kJ/mol. As for the gap between HOMO and LUMO: 11.050 eV. The value obtained for the LUMO energy is 0.85 eV.

Atom charges from the Mulliken analysis, given in e for atoms 1 to 4: atom 1 (O): -0.508, atom 2 (C): -0.550, atom 3 (C): 0.756, atom 4 (N): -0.453

---

(6)
The following is a DFT calculation (ωB97M-V with the def2-TZVPD basis set) of an isolated molecule of C3H5N3O.

The geometry in ORCA input format:
```
! RIJCOSX wB97M-V def2-TZVPD def2/J DEFGRID3
* xyz 0 1
N -0.92442 0.24763 2.16541
C -0.19194 0.46640 1.07161
C 1.61472 -0.94857 -0.42345
N 1.11588 -0.11163 -1.32171
C -0.23731 0.30061 -1.33524
O -0.75150 0.67516 -2.36276
N -0.86770 0.21179 -0.10068
H -1.74513 -0.35082 2.24695
H -0.50085 0.48631 3.05032
H 2.69604 -0.95440 -0.65230
H 1.62755 0.32261 -2.08737
H -1.85231 -0.03522 -0.17727
*
```

The value obtained for the HOMO energy is -8.154 eV. Its relative energy (zero: lowest compared OMol25 entry of this formula, charge and spin) is 392.56 kJ/mol. As for the gap between HOMO and LUMO: 8.750 eV. The value obtained for the LUMO energy is 0.60 eV.

Atom charges from the Mulliken analysis, given in e for atoms 1 to 4: atom 1 (N): -0.230, atom 2 (C): -0.403, atom 3 (C): -0.449, atom 4 (N): 0.009

---

(7)
The following is a DFT calculation (ωB97M-V with the def2-TZVPD basis set) of an isolated molecule of C3H5N3O.

The geometry in ORCA input format:
```
! RIJCOSX wB97M-V def2-TZVPD def2/J DEFGRID3
* xyz 0 1
N 1.79605 -1.26027 0.00158
C 0.62953 -0.52163 -0.00321
N -0.01116 -0.13724 1.08311
C -1.10290 0.52509 0.59097
O -2.00014 1.14480 1.38172
C -1.14114 0.57161 -0.77176
N 0.02586 -0.12953 -1.14877
H 2.31881 -1.10725 0.85429
H 2.36352 -1.14210 -0.82688
H -1.63956 1.15900 2.27619
H -1.42831 1.46935 -1.29338
H 0.18671 -0.56087 -2.04842
*
```

The value obtained for the HOMO energy is -7.680 eV. Its relative energy (zero: lowest compared OMol25 entry of this formula, charge and spin) is 79.63 kJ/mol. As for the gap between HOMO and LUMO: 8.478 eV. The value obtained for the LUMO energy is 0.80 eV.

Atom charges from the Mulliken analysis, given in e for atoms 1 to 4: atom 1 (N): -0.472, atom 2 (C): 0.288, atom 3 (N): -0.662, atom 4 (C): 0.577

---

(8)
The following is a DFT calculation (ωB97M-V with the def2-TZVPD basis set) of an isolated molecule of C3H5N3O.

The geometry in ORCA input format:
```
! RIJCOSX wB97M-V def2-TZVPD def2/J DEFGRID3
* xyz 0 1
C -0.56477 1.77368 -0.26778
N 0.23961 -1.58920 0.32653
C -0.46149 -0.69740 -0.30434
O 0.03599 -2.90660 -0.07670
N 0.13727 0.51223 -0.18629
C 1.32399 0.29766 0.55980
N 2.33345 0.53358 1.07270
H 0.64085 -3.41897 0.47699
H -1.46069 -0.79525 -0.72218
H 0.17190 2.58309 -0.19617
H -1.29702 1.89000 0.54842
H -1.09908 1.81719 -1.23098
*
```

The value obtained for the HOMO energy is -8.873 eV. Its relative energy (zero: lowest compared OMol25 entry of this formula, charge and spin) is 411.02 kJ/mol. As for the gap between HOMO and LUMO: 9.629 eV. The value obtained for the LUMO energy is 0.76 eV.

Atom charges from the Mulliken analysis, given in e for atoms 1 to 4: atom 1 (C): -0.847, atom 2 (N): -0.268, atom 3 (C): -0.166, atom 4 (O): -0.404

---

Which value of gap between HOMO and LUMO does entry 4 give?
9.782 eV

---

Look up the LUMO of the third one.
0.65 eV

---

Look up the gap between HOMO and LUMO of the seventh one.
8.478 eV